Below is a cluster of 2 separate species, C5H12NO2 in total in a non-equilibrium geometry, with properties calculated with ωB97M-V with the def2-TZVPD basis set.

```
20
Properties=species:S:1:pos:R:3:forces:R:3:nbo_charge:R:1
C -0.9635 0.8610 1.1938 -1.302 0.541 1.702 -0.03
O -0.5186 2.1156 0.7611 -0.810 -1.874 0.049 -0.93
C 0.2097 -0.1166 1.4962 -2.245 0.300 -4.967 -0.43
C 0.0133 -1.5522 0.7717 5.115 1.655 3.798 -0.43
C -0.4334 -1.7148 -0.5734 -3.117 2.464 -1.539 -0.26
C 1.2674 -0.4738 -1.7418 3.007 1.578 -0.119 -0.04
N 0.1817 -1.0208 -1.7161 -3.019 -2.361 -0.035 -0.40
H -1.6158 0.9033 2.1716 0.884 0.396 -0.868 0.08
H -1.7445 0.2969 0.5724 0.971 0.777 -0.191 0.10
H 0.5662 -0.2199 2.4341 0.158 -0.864 3.672 0.18
H 0.9913 0.5091 1.1220 0.961 -0.112 -1.229 0.21
H -0.6160 -2.0788 1.4813 0.137 -0.682 -0.087 0.21
H 1.1319 -1.8454 0.8244 -1.547 -0.668 0.231 0.18
H -1.5545 -1.5420 -0.4278 1.085 0.310 -1.393 0.20
H -0.4047 -2.6819 -0.9792 0.193 -1.839 0.138 0.20
H 1.8109 -0.4010 -2.6862 -0.416 0.494 -0.445 0.13
H 1.8546 -0.0272 -0.9468 -0.052 -0.310 0.906 0.14
H 0.6670 3.1793 -1.5357 -1.999 0.356 -0.153 0.43
H -0.5043 2.5480 -0.6888 0.043 1.650 -0.628 0.52
O -0.3388 3.2611 -1.5328 1.955 -1.811 1.157 -1.06
```
Positions in Å, forces in eV/Å.

For the orbital gap, the calculation gives 7.10 eV. The max |F| comes out at 6.58 eV/A. The value obtained for the HOMO energy is -3.409 eV. Its calculated total energy is -402.84566 Eh. Its LUMO energy is 3.69 eV. The spin multiplicity is 1. Its net charge is -1.